Entry 1:
C43H55HfN3O4P2 | ωB97M-V/def2-TZVPD

```
108
C43H55HfN3O4P2 (ωB97M-V/def2-TZVPD)
Hf -0.441 0.885 0.454
C -3.724 1.247 0.539
C -3.179 -0.109 0.934
O -2.050 0.091 1.811
C -2.231 0.400 3.214
C -1.782 1.828 3.395
O -0.565 1.936 2.619
C 0.076 3.227 2.712
C -0.442 4.074 1.582
O -0.479 3.229 0.395
C -1.343 3.792 -0.623
C -2.741 3.304 -0.323
O -2.557 1.904 0.009
H -4.120 1.807 1.389
H -4.503 1.167 -0.223
H -2.954 -0.352 -1.073
H -3.914 -0.748 1.421
H -1.599 -0.296 3.763
H -3.271 0.244 3.502
H -1.568 2.049 4.441
H -2.519 2.547 3.025
H 1.143 3.044 2.631
H -0.123 3.684 3.681
H 0.209 4.926 1.383
H -1.451 4.440 1.781
H -0.974 3.429 -1.581
H -1.263 4.879 -0.624
H -3.406 3.398 -1.183
H -3.199 3.805 0.533
C -0.766 -0.652 -2.817
C -0.652 0.863 -2.933
P 1.110 1.425 -3.245
C 1.502 2.320 -1.671
C 1.805 3.683 -1.676
C 2.424 4.284 -0.588
C 2.756 3.553 0.552
C 2.443 2.208 0.598
C 1.790 1.591 -0.488
C 0.905 2.759 -4.441
C -0.217 3.591 -4.532
C -0.266 4.600 -5.476
C 0.812 4.793 -6.338
C 1.926 3.974 -6.260
C 1.972 2.953 -5.318
P 0.031 -1.236 -1.271
C 1.680 -1.850 -1.663
C 2.694 -1.821 -0.702
C 3.945 -2.345 -0.979
C 4.200 -2.911 -2.221
C 3.202 -2.945 -3.186
C 1.951 -2.416 -2.912
C -1.020 -2.613 -0.742
C -0.867 -3.874 -1.504
C -1.135 -5.065 -0.958
C -1.531 -5.198 0.436
C -1.653 -4.130 1.230
C -1.467 -2.753 0.730
H -0.323 -1.131 -3.690
H -1.808 -0.981 -2.795
H -1.127 1.345 -2.052
H -1.259 1.222 -3.769
H 1.627 4.265 -2.572
H 2.697 5.331 -0.647
H 3.305 4.022 1.358
H 2.758 1.599 1.438
H 1.896 0.506 -0.565
H -1.076 3.441 -3.884
H -1.139 5.232 -5.557
H 0.771 5.580 -7.079
H 2.754 4.115 -6.941
H 2.837 2.302 -5.276
H 2.522 -1.370 0.266
H 4.730 -2.307 -0.235
H 5.177 -3.319 -2.442
H 3.398 -3.381 -4.155
H 1.200 -2.456 -3.689
H -0.498 -3.821 -2.520
H -1.015 -5.962 -1.550
H -1.674 -6.191 0.839
H -1.857 -4.253 2.287
H -1.050 -2.064 1.453
C -4.945 -2.486 -0.134
C -3.632 -2.819 -0.830
C -2.394 -2.140 -0.285
N -2.486 -0.656 -0.220
H -5.750 -3.075 -0.569
H -5.247 -1.441 -0.249
H -4.913 -2.733 0.930
H -3.698 -2.596 -1.901
H -3.469 -3.893 -0.769
N 0.698 -0.305 1.767
C 1.346 -0.992 2.476
N 2.042 -1.744 3.210
C 2.705 -1.240 4.470
C 2.387 -2.179 5.618
C 2.733 -3.622 5.269
C 1.982 -4.074 4.021
C 2.297 -3.186 2.833
H 2.350 -0.224 4.637
H 3.773 -1.212 4.246
H 1.328 -2.091 5.878
H 2.955 -1.842 6.487
H 2.484 -4.273 6.106
H 3.811 -3.720 5.113
H 0.903 -4.069 4.201
H 2.253 -5.096 3.752
H 1.684 -3.405 1.959
H 3.350 -3.232 2.551
```

Properties
Multiplicity: 1
E, eV: -77991.529
Lowest unoccupied orbital energy, eV: -11.5
Relative energy (zero: lowest compared OMol25 entry of this formula, charge and spin), kcal/mol: 7.83
Total charge: +4
Max |F|, eV/Å: 1.16

Atom charges from the Mulliken analysis, given in e for atoms 1 to 99: number 1, Hf, carries 1.14; number 2, C, carries -1.92; number 3, C, carries -0.96; number 4, O, carries -0.25; number 5, C, carries -0.63; number 6, C, carries -0.79; number 7, O, carries -0.36; number 8, C, carries -1.00; number 9, C, carries -0.82; number 10, O, carries -0.11; number 11, C, carries -0.38; number 12, C, carries -1.02; number 13, O, carries -0.15; number 14, H, carries 0.54; number 15, H, carries 0.60; number 16, H, carries 0.71; number 17, H, carries 1.30; number 18, H, carries 0.29; number 19, H, carries 0.59; number 20, H, carries 0.66; number 21, H, carries 0.26; number 22, H, carries 0.21; number 23, H, carries 0.76; number 24, H, carries 0.48; number 25, H, carries 0.55; number 26, H, carries -0.25; number 27, H, carries 0.67; number 28, H, carries 0.45; number 29, H, carries 0.54; number 30, C, carries -2.02; number 31, C, carries -0.49; number 32, P, carries 0.31; number 33, C, carries 0.41; number 34, C, carries -0.43; number 35, C, carries -1.03; number 36, C, carries -0.70; number 37, C, carries -0.29; number 38, C, carries -0.18; number 39, C, carries 0.43; number 40, C, carries 0.25; number 41, C, carries -1.01; number 42, C, carries -0.53; number 43, C, carries -0.83; number 44, C, carries -0.33; number 45, P, carries 1.86; number 46, C, carries 1.62; number 47, C, carries 0.15; number 48, C, carries -1.10; number 49, C, carries -0.84; number 50, C, carries -0.92; number 51, C, carries -0.89; number 52, C, carries 1.26; number 53, C, carries -1.36; number 54, C, carries -0.97; number 55, C, carries -1.09; number 56, C, carries -1.82; number 57, C, carries 0.02; number 58, H, carries 0.91; number 59, H, carries 0.56; number 60, H, carries 0.10; number 61, H, carries 1.22; number 62, H, carries 0.52; number 63, H, carries 0.51; number 64, H, carries 0.55; number 65, H, carries 0.57; number 66, H, carries 0.26; number 67, H, carries 0.27; number 68, H, carries 0.45; number 69, H, carries 0.44; number 70, H, carries 0.46; number 71, H, carries 0.44; number 72, H, carries 0.11; number 73, H, carries 0.53; number 74, H, carries 0.46; number 75, H, carries 0.50; number 76, H, carries 0.31; number 77, H, carries 0.42; number 78, H, carries 0.54; number 79, H, carries 0.56; number 80, H, carries 0.60; number 81, H, carries 0.20; number 82, C, carries -1.34; number 83, C, carries -0.66; number 84, C, carries 0.03; number 85, N, carries 0.28; number 86, H, carries 0.55; number 87, H, carries 0.27; number 88, H, carries 0.34; number 89, H, carries 0.31; number 90, H, carries 0.52; number 91, N, carries 0.50; number 92, C, carries 0.71; number 93, N, carries 0.07; number 94, C, carries -0.66; number 95, C, carries -0.69; number 96, C, carries -0.71; number 97, C, carries -0.76; number 98, C, carries -0.33; number 99, H, carries 0.48


Entry 2:
C43H56As2CdN2O4P | ωB97M-V/def2-TZVPD

```
109
C43H56As2CdN2O4P (ωB97M-V/def2-TZVPD)
Cd 0.742 1.695 -0.162
C -0.533 -1.836 0.609
C -0.935 -1.479 2.030
As 0.329 -0.195 2.843
C -0.648 1.491 2.622
C -1.834 1.635 1.908
C -2.453 2.879 1.810
C -1.898 3.981 2.435
C -0.715 3.846 3.153
C -0.087 2.616 3.233
C -0.128 -0.516 4.711
C 0.881 -0.819 5.616
C 0.575 -1.072 6.948
C -0.742 -1.023 7.374
C -1.754 -0.720 6.473
C -1.450 -0.465 5.146
As -1.742 -3.041 -0.418
C -2.517 -3.963 1.120
C -1.871 -5.121 1.542
C -2.301 -5.796 2.676
C -3.393 -5.324 3.389
C -4.051 -4.179 2.965
C -3.614 -3.499 1.838
C -3.226 -1.843 -0.828
C -3.146 -0.458 -0.821
C -4.237 0.326 -1.180
C -5.427 -0.277 -1.552
C -5.517 -1.663 -1.577
C -4.426 -2.438 -1.225
H 0.425 -2.370 0.605
H -0.373 -0.945 -0.012
H -0.892 -2.357 2.680
H -1.962 -1.115 2.077
H -2.313 0.780 1.445
H -3.378 2.972 1.258
H -2.382 4.946 2.369
H -0.284 4.704 3.648
H 0.840 2.522 3.792
H 1.914 -0.854 5.285
H 1.364 -1.302 7.650
H -0.982 -1.218 8.410
H -2.782 -0.679 6.806
H -2.245 -0.217 4.453
H -1.026 -5.505 0.979
H -1.793 -6.695 2.994
H -3.736 -5.854 4.266
H -4.907 -3.811 3.515
H -4.137 -2.605 1.521
H -2.215 0.033 -0.549
H -4.150 1.405 -1.171
H -6.280 0.327 -1.827
H -6.441 -2.138 -1.875
H -4.510 -3.520 -1.250
C 4.572 -5.286 1.250
C 5.104 -4.290 2.267
N 4.550 -2.946 2.104
C 3.511 -2.517 3.023
C 2.171 -3.198 2.774
C 5.054 -2.200 1.106
O 5.924 -2.596 0.349
C 4.541 -0.799 0.899
C 5.493 0.216 0.838
C 5.092 1.505 0.544
C 3.752 1.736 0.282
N 2.839 0.763 0.312
C 3.225 -0.475 0.631
H 5.010 -6.265 1.432
H 4.840 -4.975 0.242
H 3.490 -5.382 1.314
H 6.188 -4.218 2.180
H 4.863 -4.607 3.283
H 3.410 -1.428 2.967
H 3.853 -2.749 4.036
H 1.872 -3.098 1.729
H 1.400 -2.758 3.405
H 2.220 -4.261 3.004
H 6.534 -0.027 1.005
H 5.802 2.316 0.495
H 3.394 2.728 0.029
H 2.448 -1.230 0.636
C 0.779 3.837 -0.083
H -0.221 4.249 -0.186
H 1.406 4.218 -0.888
H 1.187 4.143 0.876
C 0.467 -2.620 -5.126
C -0.503 -1.639 -4.514
O 0.192 -0.418 -4.174
P 0.304 0.037 -2.641
O -0.506 1.430 -2.510
C -0.389 2.561 -3.414
C -1.345 2.425 -4.575
O 1.791 0.716 -2.643
C 2.953 -0.017 -3.073
C 3.357 0.398 -4.468
H -0.057 -3.538 -5.389
H 1.262 -2.872 -4.425
H 0.916 -2.209 -6.028
H -0.976 -2.048 -3.615
H -1.290 -1.358 -5.215
H 0.650 2.642 -3.740
H -0.632 3.431 -2.800
H -1.065 1.602 -5.230
H -1.328 3.349 -5.153
H -2.361 2.264 -4.221
H 2.748 -1.090 -3.021
H 3.737 0.208 -2.347
H 2.584 0.138 -5.188
H 4.281 -0.107 -4.747
H 3.529 1.472 -4.509
```

Properties
Multiplicity: 1
E, eV: -192195.770
Lowest unoccupied orbital energy, eV: -3.0
Relative energy (zero: lowest compared OMol25 entry of this formula, charge and spin), kcal/mol: 10.91
Total charge: +1
Max |F|, eV/Å: 0.47

Atom charges from the Mulliken analysis, given in e for atoms 1 to 99: number 1, Cd, carries 3.38; number 2, C, carries -0.03; number 3, C, carries -0.76; number 4, As, carries 0.37; number 5, C, carries -0.18; number 6, C, carries 0.65; number 7, C, carries -0.62; number 8, C, carries -0.56; number 9, C, carries -0.80; number 10, C, carries -1.00; number 11, C, carries 0.34; number 12, C, carries -0.28; number 13, C, carries -0.70; number 14, C, carries -0.51; number 15, C, carries -0.76; number 16, C, carries -0.46; number 17, As, carries 0.12; number 18, C, carries 0.00; number 19, C, carries -0.41; number 20, C, carries -0.69; number 21, C, carries -0.50; number 22, C, carries -0.81; number 23, C, carries 0.27; number 24, C, carries 0.21; number 25, C, carries 0.08; number 26, C, carries -0.70; number 27, C, carries -0.68; number 28, C, carries -0.70; number 29, C, carries -0.56; number 30, H, carries -0.18; number 31, H, carries -0.49; number 32, H, carries 0.81; number 33, H, carries 0.90; number 34, H, carries -0.13; number 35, H, carries 0.47; number 36, H, carries 0.41; number 37, H, carries 0.43; number 38, H, carries 0.42; number 39, H, carries 0.32; number 40, H, carries 0.43; number 41, H, carries 0.39; number 42, H, carries 0.42; number 43, H, carries 0.31; number 44, H, carries 0.42; number 45, H, carries 0.43; number 46, H, carries 0.42; number 47, H, carries 0.44; number 48, H, carries 0.36; number 49, H, carries 0.44; number 50, H, carries 0.50; number 51, H, carries 0.41; number 52, H, carries 0.41; number 53, H, carries 0.46; number 54, C, carries -1.08; number 55, C, carries -0.77; number 56, N, carries 0.22; number 57, C, carries -1.01; number 58, C, carries -0.69; number 59, C, carries 0.34; number 60, O, carries -0.64; number 61, C, carries 0.70; number 62, C, carries -0.73; number 63, C, carries -0.90; number 64, C, carries -0.59; number 65, N, carries 0.30; number 66, C, carries -0.72; number 67, H, carries 0.40; number 68, H, carries 0.31; number 69, H, carries 0.24; number 70, H, carries 0.44; number 71, H, carries 0.40; number 72, H, carries 0.40; number 73, H, carries 0.34; number 74, H, carries 0.19; number 75, H, carries 0.27; number 76, H, carries 0.57; number 77, H, carries 0.56; number 78, H, carries 0.50; number 79, H, carries 0.38; number 80, H, carries 0.47; number 81, C, carries -1.70; number 82, H, carries 0.39; number 83, H, carries 0.45; number 84, H, carries 0.50; number 85, C, carries -1.27; number 86, C, carries 0.19; number 87, O, carries -0.20; number 88, P, carries -0.44; number 89, O, carries -0.08; number 90, C, carries -0.24; number 91, C, carries -1.27; number 92, O, carries -0.50; number 93, C, carries -0.25; number 94, C, carries -1.42; number 95, H, carries 0.44; number 96, H, carries 0.26; number 97, H, carries 0.32; number 98, H, carries 0.01; number 99, H, carries 0.30